Density functional theory data (ωB97M-V/def2-TZVPD) for a cluster of 6 separate species, C9H31N11O6 in total at a distorted geometry.

```
57
Properties=species:S:1:pos:R:3:nbo_charge:R:1
C 0.09 7.65 -3.69 -0.622
C 0.18 6.14 -3.58 -0.080
C 0.78 5.55 -2.30 -0.076
O 0.55 4.13 -2.33 -0.566
C 1.48 3.34 -1.61 -0.252
N -1.20 5.65 -3.79 -0.814
H -0.34 8.00 -4.62 0.233
H 1.11 8.05 -3.69 0.206
H -0.29 8.14 -2.79 0.207
H 0.82 5.70 -4.35 0.190
H 0.23 5.78 -1.37 0.163
H 1.85 5.70 -2.12 0.173
H 1.07 2.35 -1.83 0.219
H 1.43 3.60 -0.55 0.142
H 2.50 3.36 -1.99 0.170
H -1.82 6.18 -3.17 0.339
H -1.20 4.71 -3.39 0.370
C -3.41 -2.27 1.35 0.771
O -4.59 -2.24 1.70 -0.675
N -2.87 -2.99 0.34 -0.857
N -2.47 -1.60 2.07 -0.855
H -1.88 -2.95 0.15 0.407
H -3.47 -3.49 -0.29 0.404
H -2.76 -1.03 2.84 0.401
H -1.50 -1.71 1.85 0.386
C 0.44 -3.58 3.34 0.803
O 0.85 -3.32 2.21 -0.717
N 0.23 -2.64 4.30 -0.844
N 0.11 -4.84 3.76 -0.830
H -0.11 -2.80 5.23 0.396
H 0.50 -1.70 4.05 0.416
H 0.03 -4.93 4.75 0.392
H 0.29 -5.59 3.11 0.412
C -0.12 -6.42 -2.36 0.771
O -0.02 -6.98 -3.45 -0.654
N -0.67 -7.06 -1.28 -0.864
N 0.37 -5.17 -2.14 -0.869
H -0.88 -8.01 -1.54 0.407
H -1.07 -6.68 -0.44 0.398
H 0.72 -4.83 -3.02 0.424
H 0.74 -5.00 -1.22 0.394
C 1.55 1.39 2.82 0.780
O 2.09 0.29 2.85 -0.673
N 0.76 1.85 3.86 -0.850
N 1.69 2.33 1.87 -0.854
H 0.63 1.32 4.70 0.401
H 0.61 2.84 3.93 0.382
H 2.45 2.13 1.23 0.417
H 1.14 3.17 1.87 0.403
C 0.21 -1.25 -0.65 0.775
O -0.03 -0.85 -1.77 -0.664
N 0.50 -0.44 0.44 -0.872
N 0.25 -2.57 -0.32 -0.901
H 0.69 0.52 0.22 0.401
H 0.88 -0.88 1.26 0.409
H 0.23 -3.25 -1.07 0.401
H 0.67 -2.80 0.58 0.428
```

Its energy above the lowest of the compared OMol25 structures with the same formula, charge and spin is 11.3 kcal/mol. The calculation puts the HOMO energy at -9.35 eV. Its SMILES is COC[C@H](C)N.NC(N)=O.NC(N)=O.NC(N)=O.NC(N)=O.NC(N)=O. Its orbital gap is 0.345 hartree. As for the total energy: -38515.8850 eV.

***

Density functional theory data (ωB97M-V/def2-TZVPD) for a cluster of 7 separate species, C9H31O7 in total at a distorted geometry.

```
47
Properties=species:S:1:pos:R:3:nbo_charge:R:1
O 8.89 -23.21 -33.96 -1.117
H 9.26 -22.32 -34.14 0.454
C 10.48 -21.61 -36.61 -0.244
O 10.57 -22.85 -36.08 -0.716
H 9.45 -21.38 -36.87 0.152
H 10.95 -20.85 -35.98 0.153
H 11.08 -21.60 -37.52 0.181
H 10.10 -22.92 -35.25 0.462
C 9.72 -20.12 -32.65 -0.267
O 9.83 -21.44 -32.13 -0.740
H 8.71 -19.96 -33.02 0.180
H 10.05 -19.32 -31.99 0.190
H 10.25 -20.00 -33.60 0.149
H 9.39 -22.04 -32.74 0.468
C 6.17 -21.58 -35.70 -0.243
O 6.90 -21.29 -34.52 -0.747
H 6.04 -22.66 -35.82 0.154
H 5.20 -21.08 -35.67 0.182
H 6.70 -21.19 -36.56 0.164
H 7.43 -22.05 -34.27 0.483
C 12.97 -25.13 -32.02 -0.620
C 11.92 -24.18 -32.43 -0.074
O 10.95 -24.91 -33.27 -0.726
H 13.55 -25.44 -32.88 0.208
H 12.58 -26.01 -31.51 0.209
H 13.70 -24.62 -31.38 0.208
H 12.41 -23.38 -32.98 0.169
H 11.46 -23.76 -31.54 0.166
H 10.26 -24.28 -33.50 0.483
C 7.35 -25.44 -30.22 -0.629
C 7.69 -24.34 -31.25 -0.088
O 7.57 -24.91 -32.57 -0.579
H 7.41 -25.05 -29.21 0.217
H 8.00 -26.31 -30.35 0.223
H 6.30 -25.72 -30.29 0.212
H 8.70 -23.96 -31.09 0.200
H 6.94 -23.55 -31.23 0.198
H 8.03 -24.29 -33.13 0.503
C 6.46 -25.43 -37.16 -0.611
C 7.27 -25.53 -35.84 -0.100
O 8.26 -24.64 -36.09 -0.467
H 6.98 -25.71 -38.08 0.227
H 6.05 -24.42 -37.26 0.212
H 5.54 -26.01 -37.09 0.212
H 7.58 -26.57 -35.70 0.232
H 6.61 -25.20 -35.04 0.197
H 8.49 -24.16 -35.29 0.517
```

The calculation puts the HOMO energy (alpha / beta) at -9.98 / -9.58 eV. Its multiplicity is 2. Its orbital gap (alpha / beta) is 0.393 / 0.144 hartree. As for the total energy: -24161.5763 eV.

***

Density functional theory data (ωB97M-V/def2-TZVPD) for a structure of composition C9H31P3Re at a distorted geometry.

```
44
Properties=species:S:1:pos:R:3:nbo_charge:R:1
Re -0.05 -0.07 -1.13 0.104
H -2.81 -0.24 3.04 0.011
H 1.80 2.41 2.64 0.002
P -1.95 0.99 -0.69 1.108
P 2.18 0.66 -0.44 1.113
C 3.27 -0.80 -0.77 -0.931
H 4.23 -0.43 -1.14 0.276
H 3.41 -1.38 0.16 0.248
H 2.78 -1.41 -1.53 0.249
C 2.82 1.77 -1.81 -0.883
H 2.47 2.83 -1.47 0.253
H 3.87 1.74 -1.80 0.261
H 2.36 1.48 -2.68 0.239
C 3.18 1.29 1.04 -0.892
H 3.03 0.61 1.91 0.258
H 4.27 1.27 0.80 0.284
H 2.91 2.34 1.29 0.262
C -2.27 2.02 -2.16 -0.941
H -3.33 2.22 -2.25 0.275
H -1.71 2.95 -2.04 0.258
H -1.90 1.46 -3.02 0.244
C -3.27 -0.27 -1.00 -0.939
H -3.47 -0.86 -0.11 0.258
H -4.18 0.25 -1.31 0.279
H -2.93 -0.92 -1.81 0.245
C -2.98 2.07 0.44 -0.883
H -2.54 3.07 0.56 0.265
H -3.99 2.23 0.01 0.276
H -3.11 1.62 1.43 0.256
H 0.25 1.54 -0.59 0.051
H 0.14 -0.84 -2.64 -0.204
C 0.61 -2.90 0.17 -0.942
P -0.18 -1.38 0.75 1.040
C -1.79 -2.25 1.21 -0.905
C 0.60 -1.49 2.47 -0.886
H 0.22 -3.10 -0.82 0.248
H 0.35 -3.73 0.84 0.276
H 1.69 -2.78 0.14 0.248
H -1.57 -3.14 1.83 0.267
H -2.44 -1.60 1.75 0.232
H -2.25 -2.63 0.29 0.246
H 0.38 -2.47 2.93 0.273
H 1.69 -1.42 2.39 0.239
H 0.23 -0.71 3.14 0.259
```

The calculation puts the HOMO energy (alpha / beta) at -15.60 / -16.27 eV. The net charge is +2. Its multiplicity is 4. Its orbital gap (alpha / beta) is 0.262 / 0.257 hartree. As for the total energy: -39808.0259 eV.

***

Density functional theory data (ωB97M-V/def2-TZVPD) for a cluster of 8 separate species, C9H32N7O10 in total at a distorted geometry.

```
58
Properties=species:S:1:pos:R:3:nbo_charge:R:1
N 0.11 -0.10 0.95 0.754
O -0.90 -0.70 0.63 -0.602
O 0.08 1.11 1.06 -0.502
O 1.13 -0.72 1.06 -0.546
C -2.84 -2.66 -1.29 -0.260
O -1.44 -2.93 -0.92 -0.793
H -3.06 -3.28 -2.16 0.182
H -3.54 -2.95 -0.50 0.183
H -3.03 -1.61 -1.47 0.202
H -1.07 -2.18 -0.44 0.496
C 4.72 -0.77 2.10 -0.247
O 3.88 -1.29 1.09 -0.773
H 5.74 -0.67 1.74 0.174
H 4.43 0.22 2.46 0.175
H 4.67 -1.49 2.92 0.165
H 2.99 -0.98 1.25 0.499
C 2.91 1.37 -1.46 -0.256
O 2.11 1.95 -2.54 -0.745
H 2.36 0.53 -1.06 0.149
H 3.92 1.02 -1.66 0.179
H 3.02 2.16 -0.72 0.181
H 1.34 2.30 -2.09 0.488
C -3.52 1.17 -0.96 0.745
O -4.45 1.62 -1.59 -0.669
N -2.40 0.84 -1.48 -0.830
N -3.38 1.06 0.33 -0.860
H -2.27 1.15 -2.43 0.399
H -1.57 0.81 -0.90 0.390
H -3.96 1.65 0.91 0.402
H -2.56 0.56 0.66 0.405
C 1.75 -4.08 -2.09 0.695
O 1.11 -4.89 -2.76 -0.040
N 3.05 -4.19 -1.93 -0.739
N 1.24 -3.02 -1.54 -0.735
H 3.53 -3.38 -1.56 0.438
H 3.60 -4.92 -2.34 0.431
H 0.25 -2.84 -1.63 0.458
H 1.80 -2.32 -1.07 0.444
C -1.95 -3.31 2.91 0.745
O -2.41 -4.30 3.48 -0.690
N -2.60 -2.22 2.58 -0.846
N -0.74 -3.19 2.53 -0.816
H -2.13 -1.66 1.88 0.397
H -3.59 -2.16 2.79 0.405
H -0.42 -2.30 2.17 0.387
H -0.07 -3.94 2.50 0.397
C -0.18 4.63 1.37 -0.641
C -0.82 4.31 -0.04 0.105
C -0.59 5.42 -1.08 -0.631
O -0.23 3.21 -0.63 -0.762
H -0.67 5.57 1.62 0.206
H 0.88 4.87 1.30 0.210
H -0.37 3.86 2.12 0.215
H -1.88 4.07 0.06 0.158
H -1.27 5.30 -1.92 0.216
H 0.36 5.33 -1.59 0.217
H -0.69 6.43 -0.68 0.204
H -0.36 2.52 0.03 0.487
```

The calculation puts the HOMO energy (alpha / beta) at -9.22 / -9.22 eV. Its multiplicity is 2. Its orbital gap (alpha / beta) is 0.310 / 0.099 hartree. As for the total energy: -40751.0773 eV.

***

Density functional theory data (ωB97M-V/def2-TZVPD) for a cluster of 7 separate species, C9H32O7 in total at a distorted geometry.

```
48
Properties=species:S:1:pos:R:3:nbo_charge:R:1
C 16.19 0.55 -0.09 -0.669
C 17.69 0.51 -0.45 -0.045
O 18.34 1.31 0.44 -0.720
H 15.97 1.61 0.02 0.217
H 15.87 0.17 0.88 0.254
H 15.55 0.10 -0.84 0.222
H 17.88 0.80 -1.48 0.167
H 18.11 -0.49 -0.33 0.109
H 19.24 1.20 0.14 0.478
C 18.16 -3.71 3.34 -0.636
C 17.62 -3.07 2.02 -0.063
O 17.56 -1.68 2.05 -0.739
H 17.36 -3.71 4.09 0.202
H 18.94 -3.10 3.79 0.218
H 18.53 -4.72 3.14 0.218
H 16.64 -3.49 1.84 0.177
H 18.33 -3.33 1.23 0.152
H 17.87 -1.40 1.19 0.470
C 16.48 1.99 4.99 -0.650
C 17.35 1.65 3.80 -0.072
O 16.56 1.76 2.61 -0.777
H 15.53 2.51 4.84 0.234
H 16.99 2.56 5.77 0.210
H 16.19 1.12 5.58 0.213
H 17.65 0.60 3.82 0.172
H 18.12 2.41 3.75 0.176
H 17.07 1.70 1.80 0.501
O 20.24 -1.07 2.57 -0.939
H 20.16 -0.84 1.65 0.450
H 19.35 -1.01 2.91 0.484
O 15.81 -4.33 -0.87 -0.932
H 16.52 -3.71 -1.06 0.463
H 15.31 -4.37 -1.69 0.470
O 14.73 -0.25 3.10 -0.967
H 15.22 0.54 2.88 0.487
H 15.40 -0.89 3.32 0.464
C 17.35 -6.65 5.10 -0.648
C 17.77 -5.89 6.36 0.099
C 16.58 -5.48 7.31 -0.631
O 18.61 -6.70 7.16 -0.708
H 18.15 -6.84 4.38 0.218
H 16.59 -6.10 4.53 0.221
H 16.84 -7.57 5.39 0.201
H 18.27 -4.95 6.14 0.172
H 16.12 -6.33 7.82 0.204
H 15.81 -4.91 6.80 0.199
H 16.90 -4.79 8.09 0.215
H 18.35 -7.59 6.92 0.460
```

Its energy above the lowest of the compared OMol25 structures with the same formula, charge and spin is 60.8 kcal/mol. The calculation puts the HOMO energy at -9.98 eV. Its SMILES is CC(C)O.CCO.CCO.CCO.O.O.O. Its orbital gap is 0.366 hartree. As for the total energy: -24182.5736 eV.